Formula: C40H84IN3O8S
Source: OMol25
Level of theory: wB97M-V/def2-TZVPD

Each line ends with the Löwdin charge.
Atoms and positions in Å:
1 C 6.428 -3.044 3.758  0.038
2 C 5.477 -3.402 2.809  -0.049
3 C 4.671 -2.501 1.908  -0.303
4 O 3.275 -2.823 2.152  -0.166
5 S 2.308 -2.269 1.014  0.653
6 O 2.629 -2.887 -0.238  -0.238
7 O 0.950 -2.455 1.419  -0.243
8 C 2.674 -0.517 0.896  -0.257
9 C 1.957 0.042 -0.342  -0.155
10 C 0.466 0.316 -0.056  -0.196
11 C -0.037 1.606 -0.695  -0.209
12 C -1.532 1.827 -0.408  -0.218
13 C -2.449 0.921 -1.237  -0.211
14 C -3.893 0.912 -0.731  -0.215
15 C -4.032 0.314 0.685  -0.208
16 C -5.474 -0.177 0.953  -0.202
17 C -5.589 -1.607 0.428  -0.217
18 C -7.033 -2.160 0.536  -0.195
19 C -7.288 -2.932 1.855  -0.216
20 C -7.889 -4.337 1.652  -0.261
21 C -7.250 -5.337 2.633  -0.122
22 C 4.206 -0.337 0.803  -0.267
23 O 4.660 -0.799 -0.451  -0.125
24 C 5.170 0.189 -1.318  -0.162
25 C 5.667 -0.534 -2.570  -0.180
26 O 6.387 -1.705 -2.265  -0.148
27 C 5.638 -2.908 -2.387  -0.276
28 C 6.063 -3.729 -3.590  -0.070
29 C 4.984 -1.025 1.980  -0.311
30 C 6.458 -0.776 1.689  -0.096
31 C 7.205 -1.609 0.950  0.060
32 C 4.615 -0.237 3.285  -0.191
33 C 3.907 -0.968 4.437  -0.701
34 C 2.364 -0.947 4.423  -0.160
35 I 4.495 0.074 6.270  0.805
36 H 6.256 -3.114 4.833  0.064
37 H 7.417 -2.697 3.472  0.052
38 H 5.281 -4.468 2.667  0.119
39 H 4.866 -2.812 0.874  0.131
40 H 2.324 0.062 1.746  0.122
41 H 2.410 1.020 -0.533  0.115
42 H 2.096 -0.604 -1.204  0.123
43 H 0.260 0.370 1.015  0.119
44 H -0.120 -0.518 -0.443  0.109
45 H 0.484 2.474 -0.280  0.112
46 H 0.061 1.606 -1.784  0.118
47 H -1.771 2.858 -0.693  0.110
48 H -1.743 1.770 0.662  0.104
49 H -2.080 -0.106 -1.208  0.104
50 H -2.471 1.316 -2.256  0.111
51 H -4.481 0.264 -1.389  0.102
52 H -4.343 1.909 -0.754  0.104
53 H -3.343 -0.531 0.746  0.112
54 H -3.778 1.092 1.407  0.101
55 H -5.661 -0.162 2.028  0.112
56 H -6.183 0.470 0.430  0.104
57 H -4.953 -2.279 1.007  0.107
58 H -5.300 -1.663 -0.624  0.105
59 H -7.741 -1.333 0.462  0.101
60 H -7.196 -2.831 -0.308  0.096
61 H -6.363 -2.996 2.433  0.097
62 H -7.991 -2.349 2.456  0.104
63 H -7.653 -4.686 0.646  0.095
64 H -8.971 -4.325 1.781  0.100
65 H -7.774 -6.292 2.574  0.064
66 H -7.260 -4.961 3.654  0.069
67 H -6.222 -5.507 2.309  0.071
68 H 4.439 0.732 0.875  0.161
69 H 4.372 0.863 -1.653  0.121
70 H 5.973 0.780 -0.869  0.130
71 H 6.352 0.136 -3.098  0.127
72 H 4.837 -0.728 -3.255  0.128
73 H 4.562 -2.723 -2.396  0.115
74 H 5.846 -3.501 -1.491  0.112
75 H 5.544 -4.691 -3.575  0.077
76 H 7.127 -3.960 -3.551  0.076
77 H 5.801 -3.233 -4.525  0.074
78 H 6.911 0.114 2.116  0.108
79 H 8.258 -1.725 1.182  0.064
80 H 6.741 -2.114 0.111  0.056
81 H 5.528 0.206 3.672  0.054
82 H 3.984 0.617 3.021  0.117
83 H 4.235 -1.983 4.605  0.037
84 H 1.986 -0.115 5.010  0.037
85 H 2.022 -1.847 4.937  0.087
86 H 1.933 -0.993 3.430  0.037
87 C -8.516 3.272 0.040  -0.104
88 O -7.425 3.137 -0.852  -0.204
89 C -7.390 4.076 -1.909  -0.210
90 C -6.786 5.438 -1.540  -0.430
91 C -7.724 6.329 -0.733  -0.071
92 N -5.521 5.300 -0.810  0.041
93 H -9.420 3.608 -0.476  0.091
94 H -8.277 3.959 0.856  0.077
95 H -8.706 2.292 0.477  0.084
96 H -6.756 3.621 -2.675  0.117
97 H -8.388 4.189 -2.353  0.120
98 H -6.575 5.956 -2.481  0.135
99 H -7.794 6.014 0.308  0.064
100 H -7.359 7.356 -0.733  0.075
101 H -8.730 6.332 -1.159  0.078
102 H -4.856 4.795 -1.390  0.065
103 H -5.687 4.673 -0.026  0.067
104 C -6.307 1.870 -6.151  -0.106
105 O -7.501 2.237 -5.485  -0.199
106 C -8.647 1.493 -5.848  -0.210
107 C -8.786 0.142 -5.130  -0.432
108 C -7.861 -0.941 -5.677  -0.071
109 N -8.574 0.258 -3.684  0.045
110 H -6.499 1.560 -7.182  0.091
111 H -5.784 1.074 -5.616  0.075
112 H -5.656 2.744 -6.164  0.086
113 H -9.499 2.115 -5.560  0.120
114 H -8.697 1.373 -6.939  0.119
115 H -9.814 -0.198 -5.291  0.134
116 H -6.832 -0.807 -5.345  0.064
117 H -8.185 -1.921 -5.327  0.075
118 H -7.871 -0.955 -6.769  0.078
119 H -9.258 0.901 -3.296  0.069
120 H -7.685 0.731 -3.537  0.065
121 C 13.436 0.999 3.375  -0.106
122 O 12.272 1.015 4.179  -0.188
123 C 11.201 1.790 3.677  -0.210
124 C 10.334 1.080 2.627  -0.432
125 C 10.980 1.006 1.247  -0.067
126 N 9.959 -0.273 3.046  0.047
127 H 13.594 1.959 2.875  0.090
128 H 13.394 0.198 2.633  0.075
129 H 14.285 0.803 4.029  0.087
130 H 10.571 2.007 4.544  0.122
131 H 11.569 2.755 3.303  0.120
132 H 9.416 1.667 2.523  0.131
133 H 11.760 0.246 1.200  0.066
134 H 10.233 0.743 0.497  0.072
135 H 11.417 1.965 0.963  0.079
136 H 9.437 -0.217 3.917  0.077
137 H 10.813 -0.758 3.309  0.074

HOMO-LUMO gap: 7.6 eV
HOMO level: -8.1 eV
Lowest unoccupied orbital energy: -0.44 eV
Energy relative to the best compared isomer or geometry (same formula, charge and spin): 15.7 kcal per mole
SMILES: C=C[C@H]1OS(=O)(=O)[C@H](CCCCCCCCCCCCC)[C@H](OCCOCC)[C@@]1(C=C)C[C@H](C)I.COC[C@@H](C)N.COC[C@@H](C)N.COC[C@@H](C)N
Energy: -82621.2225 eV
Charge: 0